Below is C31H23NO5P as an isolated structure, with properties calculated with ωB97M-V/def2-TZVPD.

Each line ends with the Löwdin charge.
Element x y z (Å)
C (0.73, -1.69, 1.50)  -0.105
C (-0.60, -1.06, 1.04)  -0.341
P (-1.95, -2.21, 0.95)  1.108
O (-2.93, -2.15, 2.25)  -0.149
C (-3.94, -1.33, 2.08)  -0.348
N (-4.71, -0.48, 1.92)  0.240
H (1.00, -2.51, 0.83)  0.082
H (0.67, -2.05, 2.52)  0.089
H (1.49, -0.92, 1.43)  0.077
H (-0.50, -0.68, 0.01)  0.111
H (-0.89, -0.20, 1.65)  0.118
H (-1.51, -3.52, 0.83)  0.077
H (-2.77, -1.92, -0.14)  0.066
C (-2.91, -1.74, -7.94)  -0.047
C (-4.05, -2.53, -8.09)  -0.044
C (-4.98, -2.61, -7.08)  0.005
C (-4.79, -1.90, -5.90)  -0.083
C (-3.64, -1.11, -5.74)  -0.088
C (-2.71, -1.03, -6.77)  0.001
C (-3.39, -0.37, -4.48)  -0.282
O (-2.40, 0.31, -4.33)  0.099
C (-4.40, -0.49, -3.39)  -0.088
C (-4.17, 0.17, -2.19)  -0.026
C (-5.09, 0.07, -1.15)  -0.098
C (-6.25, -0.69, -1.32)  -0.055
C (-6.48, -1.34, -2.52)  0.007
C (-5.56, -1.25, -3.55)  -0.077
C (-5.82, -1.99, -4.83)  -0.276
O (-6.83, -2.63, -4.97)  0.120
H (-2.19, -1.68, -8.74)  0.112
H (-4.20, -3.09, -9.01)  0.113
H (-5.87, -3.22, -7.19)  0.124
H (-1.83, -0.41, -6.64)  0.122
H (-3.27, 0.76, -2.07)  0.114
H (-4.91, 0.59, -0.23)  0.074
H (-6.97, -0.77, -0.51)  0.110
H (-7.38, -1.93, -2.66)  0.125
C (4.23, 5.19, 2.14)  -0.047
C (3.44, 4.24, 1.48)  -0.057
C (3.49, 2.92, 1.87)  -0.013
C (4.33, 2.52, 2.90)  -0.086
C (5.13, 3.46, 3.54)  -0.078
C (5.07, 4.80, 3.16)  0.007
C (6.07, 3.06, 4.63)  -0.275
O (6.76, 3.89, 5.19)  0.121
C (6.14, 1.62, 4.99)  -0.079
C (7.05, 1.21, 5.96)  0.006
C (7.12, -0.12, 6.32)  -0.046
C (6.29, -1.06, 5.72)  -0.053
C (5.39, -0.66, 4.74)  -0.007
C (5.32, 0.68, 4.37)  -0.086
C (4.36, 1.09, 3.31)  -0.274
O (3.62, 0.27, 2.79)  0.070
H (4.19, 6.23, 1.84)  0.112
H (2.79, 4.55, 0.67)  0.107
H (2.88, 2.18, 1.37)  0.109
H (5.69, 5.52, 3.68)  0.125
H (7.69, 1.95, 6.43)  0.124
H (7.83, -0.44, 7.08)  0.112
H (6.35, -2.10, 6.00)  0.109
H (4.74, -1.38, 4.26)  0.115

Results
E_LUMO: -4.6 eV
orbital gap: 6.96 eV
net charge: +1
HOMO energy: -11.56 eV


Below is C31H24AuN2O5PS as an isolated structure, with properties calculated with ωB97M-V/def2-TZVPD.

Each line ends with the Löwdin charge.
Element x y z (Å)
Au (-0.52, 0.95, 0.55)  1.064
O (0.44, -0.79, 1.33)  -0.462
S (1.27, -0.20, 2.54)  0.555
O (1.05, -0.85, 3.78)  -0.198
O (1.05, 1.24, 2.46)  -0.368
C (2.90, -0.41, 1.94)  -0.271
C (3.95, -0.75, 2.75)  0.001
C (5.23, -0.79, 2.20)  -0.007
C (5.44, -0.48, 0.86)  -0.020
C (4.36, -0.12, 0.04)  -0.038
C (3.09, -0.11, 0.58)  -0.313
P (1.71, 0.24, -0.52)  1.127
C (1.23, -1.14, -1.47)  -0.369
C (0.24, -0.96, -2.46)  -0.101
C (-0.17, -2.05, -3.20)  -0.039
C (0.38, -3.31, -2.95)  -0.015
C (1.35, -3.48, -1.96)  -0.027
C (1.76, -2.40, -1.20)  -0.040
C (2.15, 1.64, -1.50)  -0.363
C (2.31, 1.58, -2.89)  -0.054
C (2.75, 2.71, -3.56)  -0.036
C (2.99, 3.89, -2.87)  -0.023
C (2.82, 3.95, -1.48)  -0.046
C (2.39, 2.83, -0.80)  -0.095
H (3.78, -0.97, 3.80)  0.136
H (6.08, -1.06, 2.82)  0.130
H (6.44, -0.51, 0.44)  0.127
H (4.53, 0.11, -1.00)  0.128
H (-0.19, 0.01, -2.64)  0.114
H (-0.93, -1.93, -3.96)  0.124
H (0.05, -4.16, -3.53)  0.128
H (1.76, -4.46, -1.77)  0.126
H (2.50, -2.54, -0.42)  0.121
H (2.14, 0.66, -3.43)  0.111
H (2.91, 2.67, -4.63)  0.124
H (3.33, 4.77, -3.41)  0.125
H (3.02, 4.87, -0.95)  0.121
H (2.27, 2.87, 0.28)  0.110
O (-5.40, -5.70, 0.75)  0.148
C (-4.21, -5.23, 0.31)  -0.461
O (-3.44, -5.96, -0.24)  0.145
C (-3.89, -3.77, 0.52)  -0.099
C (-4.74, -2.84, 1.12)  0.011
C (-4.36, -1.52, 1.27)  0.005
C (-3.11, -1.12, 0.81)  -0.222
C (-2.26, -2.03, 0.21)  -0.008
C (-2.65, -3.35, 0.07)  0.021
N (-2.65, 0.25, 0.91)  0.025
C (-3.36, 1.19, 1.36)  -0.041
C (-2.83, 2.57, 1.34)  -0.225
C (-3.56, 3.63, 1.84)  0.026
C (-3.02, 4.91, 1.78)  0.009
C (-1.77, 5.09, 1.22)  -0.004
C (-1.08, 3.99, 0.74)  -0.068
N (-1.60, 2.76, 0.80)  -0.027
H (-5.91, -5.02, 1.18)  0.095
H (-5.73, -3.12, 1.48)  0.123
H (-5.05, -0.84, 1.74)  0.112
H (-1.29, -1.71, -0.16)  0.075
H (-2.00, -4.08, -0.39)  0.127
H (-4.38, 1.05, 1.72)  0.135
H (-4.53, 3.44, 2.27)  0.136
H (-3.58, 5.75, 2.16)  0.134
H (-1.32, 6.07, 1.15)  0.129
H (-0.10, 4.08, 0.29)  0.112

Results
E_LUMO (spin up / spin down): -8.8 / -8.8 eV
orbital gap (spin up / spin down): 5.69 / 5.71 eV
net charge: +2
HOMO energy (spin up / spin down): -14.47 / -14.47 eV


Below is C31H24BrCl5FeN3O4Se as an isolated structure, with properties calculated with ωB97M-V/def2-TZVPD.

Each line ends with the Mulliken spin population.
Element x y z (Å)
Fe (1.35, 1.43, 0.20)  0.004
O (8.20, 2.86, 0.20)  0.000
C (7.71, 1.72, 0.14)  0.000
O (8.27, 0.62, -0.06)  0.000
C (6.18, 1.64, 0.31)  0.000
C (5.57, 0.46, 0.71)  0.001
C (4.20, 0.40, 0.83)  -0.001
N (3.40, 1.43, 0.55)  0.001
C (3.98, 2.59, 0.18)  0.000
C (5.35, 2.73, 0.07)  -0.001
C (3.01, 3.72, -0.11)  0.001
O (3.42, 4.86, -0.26)  0.000
O (1.80, 3.32, -0.17)  0.000
H (6.19, -0.40, 0.92)  0.000
H (3.70, -0.50, 1.15)  0.001
H (5.77, 3.69, -0.22)  0.000
Cl (2.37, 0.31, 3.42)  0.000
C (0.95, 1.31, 3.25)  0.004
C (0.54, 1.70, 1.98)  -0.004
C (-0.59, 2.52, 1.96)  -0.007
Cl (-1.19, 3.05, 0.40)  0.006
C (-1.28, 2.93, 3.10)  0.001
Cl (-2.69, 3.94, 2.98)  0.000
C (-0.84, 2.50, 4.34)  0.001
Cl (-1.69, 2.97, 5.78)  0.000
C (0.28, 1.69, 4.42)  -0.001
Cl (0.84, 1.15, 5.98)  0.000
C (-0.20, -1.68, -3.16)  0.001
N (-1.26, -0.70, -2.95)  -0.003
C (-1.07, 0.62, -2.69)  0.001
Se (0.48, 1.54, -2.50)  0.000
N (-2.30, 1.17, -2.61)  0.005
C (-3.29, 0.22, -2.83)  0.001
C (-4.67, 0.29, -2.84)  -0.003
C (-5.36, -0.90, -3.06)  0.002
C (-4.68, -2.10, -3.27)  0.000
C (-3.29, -2.16, -3.27)  0.003
C (-2.62, -0.98, -3.06)  0.002
H (0.72, -1.14, -3.37)  0.000
H (-0.47, -2.32, -4.00)  0.000
H (-0.05, -2.28, -2.26)  0.000
H (-2.42, 2.13, -2.34)  -0.001
H (-5.19, 1.22, -2.66)  0.000
H (-6.44, -0.88, -3.07)  0.000
H (-5.24, -3.02, -3.41)  0.000
H (-2.77, -3.10, -3.39)  0.000
C (-4.57, -0.51, 0.99)  0.058
C (-3.23, -1.15, 0.60)  0.116
C (-3.05, -2.48, 1.35)  0.082
C (-2.09, -0.23, 0.90)  0.240
H (-5.40, -1.18, 0.75)  0.009
H (-4.72, 0.43, 0.46)  -0.014
H (-4.59, -0.30, 2.06)  0.002
H (-3.26, -1.37, -0.46)  -0.009
H (-2.99, -2.30, 2.43)  -0.001
H (-2.12, -2.97, 1.05)  -0.024
H (-3.88, -3.16, 1.15)  0.002
H (-1.38, 0.12, 0.15)  0.459
H (-1.92, 0.08, 1.92)  0.085
Br (2.25, -5.27, 0.04)  0.000
C (1.88, -3.39, 0.09)  -0.004
C (2.42, -2.56, -0.88)  0.006
C (2.14, -1.20, -0.82)  0.003
C (1.34, -0.59, 0.17)  -0.040
C (0.83, -1.50, 1.12)  0.009
C (1.09, -2.87, 1.10)  0.008
H (3.05, -2.97, -1.66)  0.000
H (2.60, -0.57, -1.59)  0.000
H (0.20, -1.13, 1.92)  0.005
H (0.69, -3.53, 1.86)  0.000

Results
E_LUMO (spin up / spin down): 3.4 / 3.4 eV
orbital gap (spin up / spin down): 6.27 / 6.27 eV
net charge: -2
HOMO energy (spin up / spin down): -2.83 / -2.83 eV
multiplicity: 2


| no. | F_max (hartree/bohr) |
| --- | --- |
| 1 | 0.0130 |
| 2 | 0.0407 |
| 3 | 0.0233 |